Entry 1:
11
Properties=species:S:1:pos:R:3:forces:R:3:lowdin_charge:R:1 method="wB97M-V/def2-TZVPD" charge=-3 multiplicity=1 homo_ev=1.799 largest_force_ev_per_a=1.99 e_above_lowest_kj_mol=13.0
Rb -3.409 32.945 -19.409 0.28 0.05 -0.21 1.060
S -5.312 31.014 -21.269 -1.61 -0.05 0.31 0.115
O -6.660 30.383 -21.170 -0.33 0.22 -0.42 -0.507
O -5.440 32.512 -21.128 0.06 -0.76 0.28 -0.606
O -4.526 30.424 -20.150 0.91 0.46 0.58 -0.579
O -4.674 30.719 -22.551 0.42 -0.32 -0.84 -0.459
S -1.163 35.297 -19.803 1.92 0.32 0.41 0.076
O -0.733 33.927 -20.167 -0.02 -0.95 0.28 -0.540
O -2.572 35.454 -20.138 -1.75 0.51 -0.50 -0.562
O -1.008 35.519 -18.331 0.11 -0.12 0.15 -0.510
O -0.307 36.240 -20.559 0.00 0.64 -0.03 -0.489

---

Entry 2:
2
Properties=species:S:1:pos:R:3:forces:R:3:nbo_charge:R:1 method="wB97M-V/def2-TZVPD" charge=0 multiplicity=1 homo_ev=-8.265 largest_force_ev_per_a=0.01 e_above_lowest_kj_mol=0.0
S 0.000 0.000 0.941 0.00 0.00 0.01 0.000
S 0.000 0.000 -0.941 0.00 0.00 -0.01 0.000

---

Entry 3:
2
Properties=species:S:1:pos:R:3:forces:R:3:mulliken_spin:R:1 method="wB97M-V/def2-TZVPD" charge=+1 multiplicity=2 homo_ev="-17.560 / -16.855" largest_force_ev_per_a=7.00 e_above_lowest_kj_mol=458.1
S 1.037 0.075 0.754 -5.65 -0.41 -4.11 0.500
S -1.037 -0.075 -0.754 5.65 0.41 4.11 0.500